[1]
A structure of composition C21H21AlAsN6S5Si, computed with the ωB97M-V functional and the def2-TZVPD basis.

Last column: Mulliken charge in e.
Atoms and positions in Å:
Al  0.9530  -1.0903  0.7367  0.40
S  -0.8557  -2.0760  -4.5069  -0.40
As  -0.5348  -4.0974  -4.9645  0.14
S  2.0151  -3.0593  0.4801  -0.54
S  0.9260  -2.7318  2.3146  -0.57
S  -2.1343  -5.2819  -4.3138  -0.54
S  -6.4053  0.2011  1.3474  0.11
N  -5.1661  0.9018  2.1131  -0.72
C  -4.0662  0.3420  1.6423  0.92
C  -2.7132  0.6680  2.0549  0.07
C  -2.3889  1.6299  3.0082  -0.62
C  -1.0611  1.8442  3.3135  -1.00
C  -0.0886  1.0924  2.6611  -0.15
N  -0.3906  0.1787  1.7517  0.16
C  -1.6771  -0.0400  1.4464  0.36
C  -1.9318  -1.0631  0.4386  -0.18
N  -0.8443  -1.6631  -0.0681  0.45
C  -0.9991  -2.5949  -0.9995  -0.58
C  -2.2582  -2.9709  -1.4764  -0.18
C  -3.3750  -2.3649  -0.9539  -0.96
C  -3.2194  -1.3852  0.0320  0.32
C  -4.3121  -0.6617  0.6576  0.96
N  -5.5978  -0.8290  0.4027  -0.68
H  -3.1800  2.1887  3.4907  0.54
H  -0.7652  2.5803  4.0470  0.44
H  0.9666  1.2225  2.8656  0.40
H  -0.0902  -3.0511  -1.3681  0.46
H  -2.3242  -3.7123  -2.2655  -0.10
H  -4.3660  -2.6231  -1.3034  0.55
C  3.6643  -0.6831  3.2483  -1.23
C  3.6097  0.1936  2.0394  0.78
C  4.6137  1.0846  1.7132  -0.87
C  4.5091  1.8054  0.5187  -0.64
C  3.4369  1.6425  -0.3221  -0.91
C  2.4262  0.7308  0.0602  0.59
N  2.5407  0.0682  1.2425  -0.03
N  1.3134  0.3401  -0.5859  0.45
Si  0.6581  1.1750  -1.9697  -0.13
C  1.6180  0.7832  -3.5206  -1.00
C  -1.1435  0.7528  -2.2067  -0.41
C  0.6780  3.0350  -1.6439  -1.11
H  4.5574  -0.4748  3.8360  0.41
H  3.6542  -1.7281  2.9338  0.23
H  2.7763  -0.5528  3.8676  0.21
H  5.4734  1.1914  2.3593  0.41
H  5.3020  2.4900  0.2394  0.40
H  3.3799  2.1596  -1.2677  0.38
H  1.4599  -0.2618  -3.7965  0.26
H  2.6902  0.9502  -3.3936  0.32
H  1.2723  1.3991  -4.3552  0.34
H  -1.3173  -0.3035  -2.4107  -0.19
H  -1.5064  1.3024  -3.0802  0.44
H  -1.7490  1.0688  -1.3519  0.16
H  1.6691  3.4884  -1.6379  0.37
H  0.2068  3.2539  -0.6811  0.29
H  0.0905  3.5355  -2.4189  0.39

Calculated values
LUMO level (eV): 1.00
Kohn-Sham gap (eV): 5.130
Total charge: -1
HOMO energy (eV): -4.134
Strongest force on any atom (eV/Å): 0.095
Energy above the lowest of the compared OMol25 structures with the same formula, charge and spin (kcal/mol): 23.8



[2]
A structure of composition C21H21AsCaN3Se4 at a distorted geometry, computed with the ωB97M-V functional and the def2-TZVPD basis.

Last column: Mulliken charge in e.
Atoms and positions in Å:
Ca  -0.8488  0.5837  0.6831  1.08
C  -1.4511  -3.9685  1.5054  -1.02
C  -1.3316  -2.5758  1.6374  -0.53
N  -0.9751  -1.7945  0.6471  0.36
C  -0.7340  -2.3349  -0.5845  -0.33
C  -0.7889  -3.7294  -0.7993  1.08
C  -1.1659  -4.5345  0.2972  -0.71
C  -0.4688  -4.2691  -2.0702  -0.96
C  -0.1013  -3.4146  -3.0689  -0.73
C  -0.0724  -2.0181  -2.8864  -0.72
C  -0.4149  -1.4267  -1.6767  0.16
N  -0.3915  -0.0994  -1.3703  -0.12
C  -0.4908  0.9469  -2.2545  -0.06
C  -1.0138  0.9155  -3.5375  -0.68
C  -1.1096  2.0757  -4.3308  -0.82
C  -0.6806  3.2907  -3.8835  -0.93
C  -0.1754  3.3924  -2.5652  1.18
C  0.2587  4.6155  -2.0037  -0.62
C  0.6840  4.6713  -0.7096  -0.95
C  0.6576  3.4948  0.0612  -0.24
N  0.2870  2.3380  -0.4317  -0.23
C  -0.1074  2.2530  -1.7399  0.46
H  -1.7625  -4.5651  2.3518  0.40
H  -1.5429  -2.0905  2.5848  0.67
H  -1.2292  -5.6092  0.1611  0.40
H  -0.5134  -5.3399  -2.2263  0.36
H  0.1721  -3.8173  -4.0371  0.36
H  0.2405  -1.3859  -3.7039  0.65
H  -1.3909  -0.0194  -3.9259  0.64
H  -1.5411  1.9937  -5.3221  0.36
H  -0.7428  4.1760  -4.5038  0.35
H  0.2303  5.5099  -2.6172  0.39
H  1.0048  5.6002  -0.2568  0.41
H  0.9138  3.5130  1.1180  0.53
Se  -3.6187  0.7146  0.5668  -0.54
Se  -3.8694  2.1485  2.4023  -0.21
Se  -1.9758  3.4943  2.3007  -0.15
Se  -0.3516  2.5843  3.6875  -0.48
C  0.8137  -0.7198  4.2656  -1.15
As  1.3073  -0.0621  2.4952  0.58
C  2.7530  1.1330  3.0276  -1.13
C  2.4288  -1.5924  1.9707  -1.27
H  1.7085  -0.8503  4.8758  0.38
H  0.2970  -1.6757  4.1800  0.38
H  0.1559  0.0141  4.7228  0.29
H  3.5145  0.5750  3.5732  0.40
H  2.3268  1.9122  3.6495  0.33
H  3.1965  1.5946  2.1462  0.30
H  3.1766  -1.7990  2.7367  0.42
H  2.9299  -1.3742  1.0276  0.35
H  1.8029  -2.4746  1.8302  0.30

Calculated values
LUMO level (eV): 2.30
Kohn-Sham gap (eV): 5.769
Total charge: -1
HOMO energy (eV): -3.467
Strongest force on any atom (eV/Å): 2.068



[3]
A structure of composition C21H21AuN2O5S4 at a distorted geometry, computed with the ωB97M-V functional and the def2-TZVPD basis.

Last column: Mulliken charge in e.
Atoms and positions in Å:
Au  -0.1613  -1.4272  -0.5676  0.77
O  -3.2709  0.3372  -1.9028  -0.62
C  -2.7779  -0.7502  -1.6540  0.39
O  -1.5866  -1.0890  -2.0125  -0.72
C  -3.6528  -1.7652  -0.9510  0.62
C  -4.9867  -1.7461  -1.3429  -0.58
C  -5.9491  -2.5016  -0.6974  -0.64
C  -5.5861  -3.3080  0.3767  -0.54
C  -4.2672  -3.3734  0.7589  -0.96
C  -3.2776  -2.6195  0.0998  1.04
S  -1.6782  -2.8667  0.7111  -0.28
H  -5.2525  -1.0950  -2.1630  0.44
H  -6.9792  -2.4475  -1.0159  0.38
H  -6.3329  -3.8788  0.9100  0.37
H  -3.9575  -4.0133  1.5708  0.40
O  2.7569  -2.9035  2.5740  -0.68
C  3.8086  -2.1571  2.2255  0.28
C  4.9960  -2.3503  2.9390  -0.69
C  6.1185  -1.6108  2.6511  -0.37
C  6.0922  -0.6633  1.6314  -0.75
C  4.9374  -0.4650  0.9072  -0.39
C  3.7798  -1.1998  1.1855  0.23
C  2.5619  -0.9955  0.3940  1.11
O  1.4987  -1.6376  0.7396  -0.93
N  2.6103  -0.1595  -0.6147  -0.56
N  1.4835  -0.0724  -1.3434  0.07
C  1.4030  0.8073  -2.2736  0.07
S  -0.0353  0.9765  -3.2309  0.11
C  0.7415  2.1386  -4.4300  -0.64
C  1.7211  3.0075  -3.6829  -0.60
S  2.7358  1.9076  -2.6234  -0.02
H  2.0003  -2.6564  1.9965  0.33
H  4.9962  -3.0946  3.7189  0.45
H  7.0185  -1.7696  3.2271  0.38
H  6.9809  -0.0913  1.4134  0.40
H  4.8921  0.2597  0.1083  0.52
H  -0.0605  2.7156  -4.8863  0.42
H  1.2426  1.5400  -5.1876  0.33
H  1.2070  3.7137  -3.0311  0.29
H  2.3920  3.5454  -4.3514  0.40
O  -1.8744  -0.1040  1.4006  -0.61
S  -0.7156  0.7983  1.2865  0.75
C  -0.9635  2.0927  2.6000  -0.80
C  -1.1493  3.4264  1.9004  -0.64
C  -1.8834  3.1210  0.5984  -0.74
C  -1.1085  1.9962  -0.0524  0.05
H  -0.0961  2.0609  3.2553  0.38
H  -1.8495  1.7774  3.1445  0.36
H  -0.1762  3.8726  1.6803  0.27
H  -1.7070  4.1279  2.5230  0.36
H  -1.9310  3.9937  -0.0533  0.39
H  -2.9004  2.7801  0.8045  0.33
H  -0.1430  2.3311  -0.4289  0.18
H  -1.6644  1.4845  -0.8354  -0.13

Calculated values
LUMO level (alpha / beta) (eV): -2.38 / -2.38
Kohn-Sham gap (alpha / beta) (eV): 5.528 / 5.528
HOMO energy (alpha / beta) (eV): -7.910 / -7.910
Strongest force on any atom (eV/Å): 2.631



[4]
A structure of composition C21H21B3F10N6O10S3Ti at a distorted geometry, computed with the ωB97M-V functional and the def2-TZVPD basis.

Last column: Mulliken charge in e.
Atoms and positions in Å:
Ti  -0.0341  1.2848  -0.2951  -0.97
C  -1.3451  2.6207  -4.2148  -1.78
C  -1.2472  2.1868  -2.7884  0.34
N  -0.0424  1.4242  -2.4366  0.52
O  1.1560  2.1370  -2.7886  -0.62
B  2.3837  1.8629  -2.2315  0.81
F  3.4185  2.2396  -2.9273  -0.11
F  0.4743  3.0137  -0.3238  -0.31
O  2.7859  1.2728  -0.9983  -0.67
N  2.0286  1.1833  0.1484  1.15
C  2.6379  1.4678  1.2407  0.70
C  4.0764  1.8498  1.3025  -1.97
C  1.8529  1.4324  2.5382  1.14
N  0.5623  1.2569  2.6134  0.54
O  -0.2557  1.0413  1.6157  -0.33
B  -2.7164  2.8800  1.3149  0.57
F  -1.6932  3.7035  1.3423  -0.12
F  -3.5992  2.9120  2.3055  -0.22
O  -2.9102  1.9117  0.3827  -0.71
N  -1.8904  1.7192  -0.5615  1.55
C  -2.1842  2.2823  -1.8288  0.28
C  -3.5098  2.9365  -2.0512  -1.72
C  2.6135  1.6900  3.7973  -2.74
H  -0.3522  2.7888  -4.6299  0.38
H  -1.8922  3.5558  -4.3067  0.57
H  -1.8455  1.8644  -4.8249  0.28
H  4.4463  2.0953  0.3109  0.43
H  4.6582  1.0086  1.6866  0.36
H  4.2213  2.7007  1.9645  0.51
H  -3.4973  3.9627  -1.6784  0.30
H  -4.3042  2.3991  -1.5377  0.39
H  -3.7426  2.9629  -3.1107  0.56
H  3.6493  1.3959  3.6830  0.53
H  2.2021  1.1295  4.6355  0.81
H  2.5818  2.7568  4.0357  0.41
S  -0.2413  1.4118  4.1837  -0.24
C  -1.6213  0.3349  3.9406  -0.03
N  -2.8277  0.9282  4.1197  0.08
C  -3.9848  0.2573  4.0688  -0.25
C  -3.9733  -1.0976  3.8044  -0.73
C  -2.7549  -1.7326  3.6180  -0.38
C  -1.5623  -1.0156  3.6942  0.09
H  -2.8678  1.9324  4.2767  0.37
H  -4.8823  0.8373  4.2312  0.48
H  -4.9084  -1.6359  3.7538  0.47
H  -2.7177  -2.7984  3.4409  0.57
H  -0.6043  -1.5041  3.5969  0.47
O  -1.0346  -0.6792  -3.4213  -0.67
B  0.0419  0.0851  -3.1088  2.14
O  1.2612  -0.4575  -3.3776  -0.68
C  0.9317  -1.7227  -3.8792  0.43
C  1.7800  -2.7210  -4.2915  -0.85
C  1.1646  -3.8857  -4.7453  -0.69
C  -0.2219  -4.0182  -4.7756  -0.53
C  -1.0670  -2.9945  -4.3538  -0.93
C  -0.4455  -1.8526  -3.9075  0.44
H  2.8531  -2.6071  -4.2635  0.54
H  1.7806  -4.7052  -5.0857  0.45
H  -0.6545  -4.9381  -5.1407  0.45
H  -2.1418  -3.0872  -4.3773  0.55
F  0.0634  -4.2535  -0.8180  -0.18
C  -0.5207  -3.2187  -0.2668  0.64
F  -1.0010  -3.5286  0.9327  -0.19
F  -1.5122  -2.7873  -1.0250  -0.11
S  0.7590  -1.8343  -0.0731  0.54
O  -0.0758  -0.6612  -0.5387  -0.33
O  1.8809  -2.1068  -0.8970  -0.58
N  1.0033  -1.5636  1.4457  0.09
S  1.6821  -2.7506  2.3221  1.06
O  1.8014  -3.9665  1.5900  -0.60
O  1.0941  -2.7108  3.6244  -0.78
C  3.3998  -2.1032  2.5348  0.71
F  3.8899  -1.6740  1.3754  -0.23
F  3.3814  -1.0542  3.3781  -0.25
F  4.1658  -3.0501  3.0306  -0.20

Calculated values
LUMO level (eV): -7.57
Kohn-Sham gap (eV): 5.844
Total charge: +2
HOMO energy (eV): -13.414
Strongest force on any atom (eV/Å): 1.926
Energy above the lowest of the compared OMol25 structures with the same formula, charge and spin (kcal/mol): 43.1



Question: What is the formula in the first record?
Answer: C21H21AlAsN6S5Si